(1)
{
  "formula": "C33H69In2N3O9",
  "method": "the ωB97M-V functional and the def2-TZVPD basis",
  "elements": ["In", "In", "O", "C", "C", "O", "H", "H", "H", "H", "O", "C", "C", "O", "H", "H", "H", "H", "O", "C", "C", "O", "H", "H", "H", "H", "C", "C", "C", "C", "C", "C", "N", "O", "C", "C", "C", "H", "H", "H", "H", "H", "H", "H", "H", "H", "H", "H", "H", "H", "H", "H", "H", "H", "H", "H", "C", "C", "C", "C", "C", "C", "N", "O", "C", "C", "C", "H", "H", "H", "H", "H", "H", "H", "H", "H", "H", "H", "H", "H", "H", "H", "H", "H", "H", "H", "C", "C", "C", "C", "C", "C", "N", "O", "C", "C", "C", "H", "H", "H", "H", "H", "H", "H", "H", "H", "H", "H", "H", "H", "H", "H", "H", "H", "H", "H"],
  "coordinates": [[0.89871, 0.94133, 0.30614], [1.24412, -3.78620, 1.16611], [-1.59473, 1.57159, 2.02374], [-2.36083, 0.40022, 2.41790], [-1.57736, -0.98575, 2.38357], [-1.00214, -1.51537, 1.22974], [-3.24297, 0.40323, 1.77765], [-2.76725, 0.32878, 3.42677], [-2.13642, -1.76945, 2.89481], [-0.78682, -0.84582, 3.12085], [3.31606, -3.62330, 3.38928], [3.20824, -2.46268, 4.14521], [3.03246, -1.00589, 3.42018], [2.11697, -0.85285, 2.41207], [4.10665, -2.54370, 4.75708], [2.33578, -2.53491, 4.79459], [4.04439, -0.63154, 3.26537], [2.67241, -0.31414, 4.18172], [1.73108, -1.94748, -1.22102], [2.77546, -1.62952, -2.08492], [2.88411, -0.15143, -2.71719], [2.94123, 1.09266, -2.00926], [2.76915, -2.24095, -2.98726], [3.69407, -2.16873, -1.85361], [1.92628, -0.09248, -3.23409], [3.63619, -0.12530, -3.50573], [-3.63660, 1.61101, -2.74856], [-2.07287, 1.16695, -2.67924], [-1.63840, 0.58385, -4.03658], [-1.42505, 1.76404, -4.97991], [-0.30954, 2.67632, -4.33420], [-0.83585, 3.45549, -3.11188], [-1.27906, 2.30071, -2.19660], [-1.42293, 2.67840, -0.86298], [0.37552, 4.15845, -2.55520], [-1.94865, 4.47914, -3.48037], [-2.03801, 0.01721, -1.69184], [-4.26175, 0.71885, -2.78503], [-3.95873, 2.18133, -3.61980], [-3.95356, 2.15267, -1.85735], [-0.84838, -0.16687, -4.01685], [-2.51342, 0.10864, -4.47998], [-2.38920, 2.25363, -5.11706], [-1.19256, 1.36238, -5.96617], [-0.05761, 3.34511, -5.15721], [0.54325, 2.03751, -4.10445], [0.27994, 4.67698, -1.60122], [1.10762, 3.37113, -2.37559], [0.88817, 4.71515, -3.33966], [-2.93168, 4.00894, -3.45495], [-1.84584, 5.37157, -2.86304], [-1.69800, 4.78578, -4.49588], [-1.11496, -0.51886, -1.91256], [-2.81893, -0.73902, -1.77160], [-2.14605, 0.27746, -0.63889], [-2.18795, 3.25621, -0.91276], [-2.07540, -6.37683, 2.14192], [-2.67407, -5.99089, 0.79739], [-3.95345, -5.04287, 1.06979], [-4.49573, -4.14993, -0.02555], [-3.31629, -3.53667, -0.70839], [-2.21126, -4.47034, -1.21741], [-1.63915, -5.19435, -0.06386], [-0.65173, -6.01844, -0.44002], [-2.89693, -5.36143, -2.35640], [-1.09417, -3.46649, -1.92918], [-3.13503, -7.31729, 0.13214], [-1.44779, -7.23525, 1.90252], [-2.81339, -6.56348, 2.92207], [-1.54930, -5.49922, 2.51759], [-4.88040, -5.53629, 1.36201], [-3.68613, -4.37007, 1.88464], [-5.07670, -3.35095, 0.43511], [-5.08362, -4.75721, -0.71380], [-3.08760, -2.57665, -0.24561], [-3.74010, -3.18033, -1.64728], [-3.67370, -6.06527, -2.05750], [-3.14517, -4.83025, -3.27527], [-2.12551, -5.90140, -2.90544], [-0.95466, -2.67196, -1.19613], [-0.10670, -3.78214, -2.26587], [-1.66555, -2.89755, -2.66261], [-3.47997, -8.12814, 0.77373], [-2.52939, -7.81099, -0.62784], [-4.10362, -7.14445, -0.33695], [-1.08634, -6.56591, -1.09804], [0.41394, 4.00227, 2.53580], [1.94326, 4.20854, 2.74432], [2.35559, 3.50302, 4.12025], [3.83881, 3.33184, 4.26606], [4.45483, 2.67795, 3.00421], [4.11053, 3.31407, 1.67243], [2.64976, 3.49091, 1.65346], [2.20836, 3.80434, 0.36322], [4.98324, 4.57818, 1.41320], [4.55280, 2.22123, 0.73343], [2.25233, 5.76112, 2.62830], [0.14569, 4.42110, 1.56589], [-0.21684, 4.45061, 3.30341], [0.19344, 2.93748, 2.61137], [2.16421, 4.23502, 4.90488], [1.97997, 2.48422, 4.21539], [4.08490, 2.70266, 5.12143], [4.40045, 4.19250, 4.62928], [4.33242, 1.60155, 3.12458], [5.52679, 2.78197, 3.17207], [4.75037, 5.27895, 2.21493], [6.01042, 4.29812, 1.17959], [4.68055, 4.88427, 0.41181], [3.99327, 1.29122, 0.83398], [4.47217, 2.53020, -0.30875], [5.62497, 2.10718, 0.89327], [2.95308, 6.00005, 3.42827], [1.47874, 6.31517, 3.15998], [2.66014, 6.31426, 1.78224], [2.84672, 4.47251, 0.10315]],
  "lowdin_charge": [1.15, 1.07, -0.22, -0.25, -0.33, -0.28, 0.10, 0.10, 0.10, 0.10, -0.24, -0.27, -0.28, -0.24, 0.12, 0.11, 0.10, 0.11, -0.33, -0.35, -0.28, -0.25, 0.09, 0.09, 0.08, 0.11, -0.02, -0.46, -0.14, -0.16, -0.12, -0.47, -0.12, -0.07, -0.05, -0.01, -0.06, 0.07, 0.06, 0.07, 0.12, 0.12, 0.10, 0.11, 0.11, 0.12, 0.08, 0.07, 0.10, 0.06, 0.08, 0.08, 0.07, 0.08, 0.07, 0.10, -0.05, -0.41, -0.12, -0.20, -0.18, -0.40, -0.14, -0.09, -0.03, 0.00, -0.05, 0.09, 0.09, 0.07, 0.11, 0.11, 0.12, 0.11, 0.11, 0.11, 0.06, 0.08, 0.07, 0.03, 0.07, 0.07, 0.09, 0.08, 0.06, 0.07, -0.04, -0.42, -0.10, -0.20, -0.14, -0.52, -0.13, -0.07, 0.00, -0.05, -0.03, 0.08, 0.09, 0.03, 0.12, 0.12, 0.11, 0.10, 0.10, 0.12, 0.08, 0.09, 0.08, 0.07, 0.08, 0.09, 0.06, 0.07, 0.08, 0.08],
  "de_lowest_ev": 1.805,
  "largest_force_ev_per_a": 5.64,
  "homo_lumo_gap_ev": 2.853,
  "e_homo_ev": -6.80
}

=====

(2)
{
  "formula": "C7H6NO7Sn",
  "method": "the ωB97M-V functional and the def2-TZVPD basis",
  "elements": ["O", "C", "Sn", "O", "C", "C", "O", "C", "O", "C", "O", "H", "N", "C", "C", "O", "O", "H", "H", "H", "H", "H"],
  "coordinates": [[4.95347, -1.69057, 0.43361], [4.70093, -0.61275, 0.14087], [0.15877, 1.35999, -0.55707], [0.38651, 0.45079, 2.98602], [0.29827, 0.97568, 1.96153], [-1.74178, 2.78632, -0.82812], [-2.74124, 3.25829, -1.14966], [0.74725, 1.59891, -2.78929], [0.48977, 2.22952, -3.75210], [1.99527, 3.50434, -0.00973], [2.79443, 4.26013, 0.25159], [1.42609, 0.69435, -2.43303], [-0.91179, -2.51158, 1.32247], [-1.82264, -1.42328, 0.84724], [-1.51887, -1.42685, -0.64612], [-1.82416, -2.44937, -1.23273], [-0.84429, -0.42918, -1.16136], [-1.09619, -3.35928, 0.76040], [-1.01855, -2.74384, 2.31655], [0.07201, -2.22531, 1.18305], [-2.85120, -1.76268, 0.98654], [-1.65208, -0.48363, 1.36935]],
  "lowdin_charge": [0.03, -0.01, 1.34, 0.22, 0.05, 0.04, 0.26, -0.08, 0.32, 0.01, 0.19, 0.16, 0.23, -0.04, -0.57, 0.20, -0.19, 0.19, 0.20, 0.18, 0.17, 0.09],
  "de_lowest_ev": 0.955,
  "largest_force_ev_per_a": 5.99,
  "homo_lumo_gap_ev": [5.514, 5.693],
  "e_homo_ev": [-21.22, -21.23],
  "total_charge": 3
}

=====

(3)
{
  "formula": "C41H62Cl2FGeN4O4SbZr",
  "method": "the ωB97M-V functional and the def2-TZVPD basis",
  "elements": ["Zr", "Cl", "C", "C", "C", "Cl", "C", "C", "C", "C", "N", "C", "C", "O", "H", "H", "H", "H", "O", "N", "F", "C", "C", "C", "C", "C", "C", "C", "H", "H", "H", "H", "H", "H", "C", "C", "O", "H", "H", "H", "H", "H", "H", "C", "Ge", "C", "C", "C", "H", "H", "H", "H", "H", "H", "H", "H", "H", "H", "H", "C", "C", "C", "Sb", "C", "C", "C", "C", "C", "C", "H", "H", "H", "H", "H", "H", "H", "H", "H", "H", "H", "H", "H", "H", "H", "H", "H", "H", "H", "H", "H", "C", "C", "N", "C", "C", "C", "O", "C", "C", "C", "C", "N", "C", "H", "H", "H", "H", "H", "H", "H", "H", "H", "H", "H", "H", "H", "H"],
  "coordinates": [[-0.01639, 0.52662, 0.02398], [-4.60313, 1.55809, 1.92960], [-3.87784, 2.34586, 0.58376], [-4.60546, 3.35205, -0.09315], [-4.04729, 4.04507, -1.12453], [-4.95061, 5.27035, -1.92796], [-2.71329, 3.77398, -1.53745], [-2.01726, 4.46709, -2.54580], [-0.71330, 4.13865, -2.81810], [-0.10446, 3.10453, -2.10279], [-0.73212, 2.41127, -1.16511], [-2.02328, 2.75018, -0.86727], [-2.60246, 2.02314, 0.19956], [-1.83072, 1.08400, 0.76296], [-5.61374, 3.57153, 0.23036], [-2.51345, 5.26270, -3.08575], [-0.14668, 4.66729, -3.57128], [0.92537, 2.83665, -2.29481], [0.91957, 0.95267, 1.94449], [1.75589, 1.14118, 0.74352], [5.21104, 0.32059, 3.87409], [4.65089, 1.09676, 2.94036], [3.67870, 0.62758, 2.17016], [3.12548, 1.48429, 1.06641], [3.37895, 2.97762, 1.28096], [2.60322, 3.93078, 0.76934], [4.56994, 3.33309, 2.06144], [5.18058, 2.45002, 2.85307], [3.36139, -0.40062, 2.27643], [3.65244, 1.22052, 0.13725], [1.68544, 3.70557, 0.23874], [2.85930, 4.97564, 0.89347], [4.89842, 4.36434, 2.02559], [6.03238, 2.70634, 3.46833], [-1.09965, -2.91310, -1.83373], [-1.61304, -1.60699, -2.37796], [-1.49957, -0.50302, -1.41980], [-1.09639, -3.64751, -2.63970], [-1.72415, -3.30591, -1.03257], [-0.07464, -2.81982, -1.46664], [-2.66293, -1.66756, -2.65990], [-1.05180, -1.27533, -3.24159], [-2.36170, -0.36118, -0.99967], [-1.67578, 0.29808, 4.22779], [-0.11232, 1.43380, 4.48391], [-0.49457, 3.00950, 5.55373], [1.39479, 0.40078, 5.16104], [0.51004, 2.12409, 2.71886], [-1.87660, -0.25535, 5.14627], [-1.50949, -0.42281, 3.42408], [-2.55809, 0.88622, 3.97712], [-0.88662, 2.71650, 6.52795], [-1.23872, 3.64344, 5.07075], [0.40961, 3.59637, 5.71624], [1.21393, 0.08835, 6.18979], [2.31229, 0.99035, 5.13879], [1.55077, -0.49564, 4.55861], [1.38914, 2.74382, 2.87468], [-0.22712, 2.69400, 2.14867], [0.38975, 0.03733, -5.17616], [1.38287, -0.88136, -4.46642], [0.99731, -2.35975, -4.57704], [1.93067, -0.08584, -2.53074], [2.99795, 1.61704, -3.34831], [4.07611, 1.20302, -4.34673], [3.60677, 2.50712, -2.27420], [3.60293, -1.30638, -1.93994], [3.29057, -2.10514, -0.68044], [4.14599, -2.19770, -3.05416], [0.20859, -0.32564, -6.19069], [0.75527, 1.06204, -5.26367], [-0.57911, 0.07592, -4.67105], [2.34808, -0.76822, -4.96162], [-0.08395, -2.49899, -4.58449], [1.41079, -2.98895, -3.78896], [1.35890, -2.75459, -5.52815], [2.22730, 2.17559, -3.88734], [4.84800, 0.59075, -3.87495], [4.57256, 2.10074, -4.72386], [3.69197, 0.66820, -5.21414], [4.45984, 2.01682, -1.79715], [2.90778, 2.78876, -1.48712], [3.98898, 3.42699, -2.72248], [4.35835, -0.54900, -1.69939], [2.52311, -2.86260, -0.86434], [2.94569, -1.46105, 0.13197], [4.18386, -2.62700, -0.32945], [3.47201, -3.02924, -3.26435], [5.09777, -2.63120, -2.73823], [4.32619, -1.66534, -3.98762], [-4.74756, -1.61610, 0.10866], [-4.52688, -1.99454, 1.57294], [-4.27288, -3.41744, 1.75218], [-5.42624, -4.33276, 1.67778], [-5.46331, -5.13874, 0.38926], [-3.08044, -3.98484, 2.03322], [-2.95014, -5.18010, 2.23389], [-1.80361, -3.16469, 2.05774], [-0.76174, -3.67267, 2.83232], [0.47538, -3.05463, 2.80786], [0.65349, -1.95998, 1.98650], [-0.32880, -1.47573, 1.21096], [-1.53330, -2.06589, 1.27165], [-4.79091, -0.53052, -0.01469], [-5.68617, -2.02583, -0.26462], [-3.95884, -2.03124, -0.52930], [-5.42036, -1.74368, 2.14653], [-3.72727, -1.41353, 2.02943], [-6.32114, -3.71840, 1.77888], [-5.38091, -4.99826, 2.53775], [-5.51696, -4.48753, -0.48519], [-6.34270, -5.78270, 0.37971], [-4.58121, -5.77236, 0.30759], [-0.94788, -4.55767, 3.42662], [1.29912, -3.41748, 3.40673], [1.59476, -1.43057, 1.95242], [-2.29131, -1.63095, 0.64782]],
  "lowdin_charge": [1.71, 0.80, -0.56, -0.09, -0.59, 0.77, -0.15, 0.03, 0.00, -0.10, 0.00, -0.15, -0.36, -0.28, 0.12, 0.11, 0.12, 0.07, -0.40, -0.20, 0.09, -0.28, 0.03, -0.29, -0.25, 0.07, -0.02, 0.02, 0.11, 0.13, 0.05, 0.09, 0.13, 0.13, -0.05, -0.22, -0.24, 0.10, 0.07, 0.07, 0.14, 0.06, 0.07, -0.19, 0.85, -0.20, -0.19, -0.22, 0.04, -0.01, 0.00, 0.03, 0.03, 0.03, 0.03, 0.02, 0.01, 0.08, 0.08, -0.13, -0.55, -0.12, 1.53, -0.56, -0.12, -0.15, -0.56, -0.15, -0.12, 0.10, 0.07, 0.06, 0.06, 0.06, 0.06, 0.10, 0.07, 0.08, 0.09, 0.07, 0.08, 0.02, 0.10, 0.08, 0.07, 0.02, 0.10, 0.07, 0.09, 0.07, -0.06, -0.21, -0.04, -0.18, -0.06, -0.41, 0.09, -0.06, 0.06, 0.01, -0.12, -0.04, -0.11, 0.05, 0.09, 0.06, 0.13, 0.09, 0.12, 0.13, 0.07, 0.09, 0.07, 0.14, 0.13, 0.08, 0.07],
  "de_lowest_ev": 1.753,
  "largest_force_ev_per_a": 0.73,
  "homo_lumo_gap_ev": 6.843,
  "e_homo_ev": -12.95,
  "total_charge": 2
}